No. 1
{"formula": "C14H46O16", "method": "wB97M-V/def2-TZVPD", "e_homo_ev": -9.50, "lumo_energy_ha": 0.001, "smiles": "OCCO.OCCO.OCCO.OCCO.OCCO.OCCO.OCCO.O.O", "species": ["O", "C", "C", "O", "H", "H", "H", "H", "H", "H", "O", "C", "C", "O", "H", "H", "H", "H", "H", "H", "O", "C", "C", "O", "H", "H", "H", "H", "H", "H", "O", "C", "C", "O", "H", "H", "H", "H", "H", "H", "O", "C", "C", "O", "H", "H", "H", "H", "H", "H", "O", "C", "C", "O", "H", "H", "H", "H", "H", "H", "O", "C", "C", "O", "H", "H", "H", "H", "H", "H", "O", "H", "H", "O", "H", "H"], "xyz": [[2.6563, 2.2867, 4.4334], [1.3042, 2.0030, 4.0711], [0.2839, 3.0754, 4.4471], [-0.0247, 3.1335, 5.8580], [3.2474, 1.5194, 4.4174], [1.3507, 2.0328, 2.9580], [1.0204, 0.9595, 4.3076], [-0.6631, 2.8682, 3.9744], [0.6980, 4.0393, 4.0776], [0.8180, 3.0105, 6.3033], [3.3285, -0.6659, 3.8316], [2.7365, -1.4059, 2.7582], [3.5032, -2.7188, 2.5377], [3.3752, -3.4737, 3.7193], [3.2630, -1.2237, 4.6152], [1.6610, -1.6748, 2.8275], [2.8644, -0.8410, 1.8435], [4.5349, -2.4801, 2.2294], [3.0047, -3.2125, 1.6663], [4.1185, -4.0870, 3.7051], [-2.0627, 4.5931, -3.2848], [-2.8563, 4.2584, -2.1780], [-2.1142, 3.2177, -1.4094], [-0.9181, 3.8109, -0.7897], [-1.1102, 4.5469, -3.1325], [-3.1804, 5.2003, -1.7025], [-3.7467, 3.7364, -2.5020], [-1.6917, 2.4480, -2.0294], [-2.7984, 2.7105, -0.7149], [-1.2626, 4.4261, -0.0933], [0.2486, 0.7604, -2.7344], [-0.4110, 0.6135, -3.9783], [-0.1766, -0.6999, -4.5762], [1.2317, -1.0404, -4.5675], [1.1246, 0.3313, -2.6655], [-1.4381, 0.8200, -3.7856], [0.0074, 1.3591, -4.7092], [-0.6561, -0.7287, -5.5641], [-0.6294, -1.5247, -4.0139], [1.5940, -0.7933, -5.4364], [3.4876, -3.4699, -1.0987], [2.1414, -3.5844, -1.6354], [1.1674, -2.9506, -0.7112], [0.7860, -3.8635, 0.3479], [3.9670, -2.8989, -1.6895], [2.1638, -3.1679, -2.6505], [1.9017, -4.6359, -1.7375], [0.2788, -2.6156, -1.2352], [1.6261, -2.0615, -0.2013], [0.2460, -4.5257, -0.0806], [-3.4725, -0.7050, -3.6949], [-3.3365, -1.6862, -2.7447], [-2.7216, -1.0538, -1.5327], [-3.5531, -0.0054, -1.1034], [-4.1830, -0.1316, -3.3760], [-4.3535, -2.1001, -2.5365], [-2.7127, -2.4751, -3.1294], [-1.7538, -0.6778, -1.8574], [-2.6524, -1.8951, -0.8178], [-3.2452, 0.3497, -0.2787], [-2.2526, 1.2132, 1.2529], [-2.1588, 0.3083, 2.3471], [-2.1369, -1.1198, 1.9691], [-0.8073, -1.3760, 1.5195], [-1.3364, 1.3545, 0.9353], [-1.2847, 0.6504, 2.9294], [-3.0065, 0.4329, 3.0086], [-2.9208, -1.3334, 1.2620], [-2.2314, -1.6542, 2.9477], [-0.6214, -2.3160, 1.4313], [2.7711, 0.5111, -1.0899], [3.6760, 0.5203, -1.4645], [2.7031, 1.3391, -0.5937], [0.4470, 1.5290, 0.5844], [0.9279, 0.8001, 0.1562], [0.2154, 2.1044, -0.1461]]}



No. 2
{"formula": "C14H47BN15O12Pd", "method": "wB97M-V/def2-TZVPD", "spin_multiplicity": 3, "e_homo_ev": [-5.74, -5.55], "total_charge": -1, "s_squared": 2.012, "lumo_energy_ha": [0.054, 0.015], "species": ["Pd", "B", "H", "H", "H", "H", "C", "O", "O", "O", "C", "O", "C", "C", "N", "C", "C", "O", "C", "H", "H", "H", "H", "H", "H", "H", "H", "H", "H", "H", "H", "H", "H", "H", "C", "O", "N", "N", "H", "H", "H", "H", "C", "O", "N", "N", "H", "H", "H", "H", "C", "O", "N", "N", "H", "H", "H", "H", "C", "O", "N", "N", "H", "H", "H", "H", "C", "O", "N", "N", "H", "H", "H", "H", "C", "O", "N", "N", "H", "H", "H", "H", "C", "O", "N", "N", "H", "H", "H", "H"], "xyz": [[0.6300, 3.0813, -3.5171], [-0.2407, 2.4925, -0.3697], [0.1984, 3.4765, -0.3139], [0.5771, 1.8561, -0.6704], [-0.6284, 2.0037, 0.5107], [-1.0451, 2.4574, -1.0879], [-1.2030, 2.9472, -7.0723], [-0.0981, 3.2736, -6.8533], [-1.7522, 2.6544, -5.9871], [-1.7330, 3.0110, -8.2119], [0.5158, -10.4358, 5.5469], [0.5172, -9.3653, 4.6858], [1.1115, -8.2053, 5.2366], [1.6052, -7.1975, 4.2401], [0.5558, -6.2535, 3.8266], [1.0552, -5.1699, 3.0272], [-0.1147, -4.4533, 2.2147], [-0.8915, -5.2977, 1.2953], [-1.8228, -4.6348, 0.4483], [0.1189, -10.1101, 6.5085], [1.4979, -10.8817, 5.7040], [-0.2604, -11.0442, 5.0826], [2.0309, -8.4715, 5.7582], [0.5330, -7.7645, 6.0485], [1.8224, -7.6400, 3.2680], [2.5656, -6.7268, 4.4503], [-0.2873, -6.6066, 3.3968], [1.7963, -5.4600, 2.2824], [1.6284, -4.5908, 3.7512], [0.4306, -3.7384, 1.5986], [-0.7898, -3.8786, 2.8488], [-1.4161, -4.0510, -0.3774], [-2.4127, -3.8542, 0.9286], [-2.4988, -5.3854, 0.0388], [6.2934, -1.2428, 1.5964], [7.2480, -1.6790, 2.1426], [5.2568, -0.8298, 2.2202], [6.0929, -1.2756, 0.3101], [4.3857, -0.5394, 1.7997], [5.1218, -1.0734, 3.1910], [5.2399, -0.8027, 0.0479], [6.8866, -1.3250, -0.3126], [4.8562, 5.7985, -4.1905], [4.2560, 4.9169, -3.6742], [4.6972, 6.0631, -5.5108], [5.6278, 6.7217, -3.6845], [5.2770, 6.7677, -5.9439], [4.0415, 5.5076, -6.0413], [5.6180, 6.7349, -2.6746], [6.2130, 7.3615, -4.2025], [-6.5503, -0.7928, -4.0692], [-6.8079, -0.6622, -5.2886], [-5.8012, -0.0855, -3.3743], [-7.1991, -1.6058, -3.2449], [-5.4939, -0.4950, -2.5036], [-5.2784, 0.6350, -3.8513], [-8.0923, -2.0514, -3.3991], [-7.0059, -1.6297, -2.2539], [0.4018, 3.0015, 5.1719], [0.4480, 3.2331, 6.2976], [0.3355, 1.8592, 4.5874], [0.6794, 3.8824, 4.2374], [-0.0440, 1.8100, 3.6527], [0.2082, 1.1280, 5.2724], [0.9610, 4.8428, 4.3736], [0.5431, 3.4150, 3.3525], [-6.0247, 3.0851, 2.4220], [-5.9672, 2.1505, 1.6551], [-5.0745, 3.9694, 2.5300], [-7.0472, 3.4885, 3.1716], [-5.3087, 4.9225, 2.7684], [-4.1038, 3.8116, 2.3000], [-7.8617, 2.8934, 3.1231], [-7.1121, 4.3711, 3.6585], [1.5838, -1.7917, -5.3508], [1.8513, -0.7174, -4.7696], [0.4330, -1.8518, -5.8565], [2.3692, -2.7852, -5.5531], [0.0529, -2.6167, -6.3956], [-0.0634, -0.9796, -5.9700], [1.9601, -3.6640, -5.8366], [3.2959, -2.7253, -5.1559], [-0.3638, 7.8285, -1.6034], [-0.2537, 7.1066, -2.5300], [-1.4266, 8.5114, -1.3104], [0.5458, 8.1493, -0.7007], [-2.1904, 8.2078, -1.8974], [-1.5094, 8.6794, -0.3180], [1.3127, 7.4923, -0.6868], [0.4914, 8.8381, 0.0360]]}



| no. | electronic energy (eV) |
| --- | --- |
| 1 | -48020.3185 |
| 2 | -66351.3963 |